(1)
{
  "formula": "C19H28N2Ni",
  "method": "the ωB97M-V functional and the def2-TZVPD basis",
  "elements": ["C", "C", "C", "C", "C", "Ni", "N", "C", "C", "H", "H", "H", "H", "H", "H", "H", "H", "H", "H", "C", "C", "C", "C", "C", "C", "C", "C", "N", "C", "C", "C", "C", "H", "H", "H", "H", "H", "H", "H", "H", "H", "H", "H", "H", "H", "H", "H", "H", "H", "H"],
  "xyz": [[-1.59, 0.43, -4.14], [-2.09, 1.32, -3.14], [-1.87, 0.71, -1.83], [-1.21, -0.56, -2.07], [-1.02, -0.72, -3.48], [0.31, 1.13, -2.02], [1.36, -1.95, -1.78], [0.40, 2.85, -2.83], [-0.64, 3.32, -2.00], [-2.11, 1.15, -0.88], [-2.38, 2.31, -3.34], [-1.04, -1.33, -1.28], [-0.64, -1.58, -4.02], [-1.58, 0.65, -5.19], [-1.63, 3.69, -2.35], [1.56, 2.66, -2.57], [1.80, -1.01, -2.31], [-0.59, 3.15, -0.85], [0.39, 2.84, -4.04], [0.92, -4.08, 1.71], [0.10, -2.82, 1.62], [-1.21, -2.80, 2.13], [-1.99, -1.65, 2.09], [-3.39, -1.67, 2.65], [-1.45, -0.49, 1.54], [-0.11, -0.44, 1.06], [0.61, -1.67, 1.04], [0.41, 0.73, 0.60], [1.69, 1.23, 1.14], [1.87, 1.00, 2.65], [2.88, 0.59, 0.43], [1.71, 2.74, 0.89], [1.20, -4.31, 2.75], [0.36, -4.95, 1.33], [1.84, -3.98, 1.13], [-1.63, -3.71, 2.55], [-3.94, -2.54, 2.29], [-3.38, -1.72, 3.75], [-3.94, -0.76, 2.37], [-2.03, 0.44, 1.53], [1.59, -1.70, 0.56], [1.93, -0.07, 2.90], [2.80, 1.48, 2.97], [1.04, 1.44, 3.22], [2.72, 0.47, -0.66], [3.77, 1.23, 0.57], [3.10, -0.41, 0.82], [1.61, 2.96, -0.19], [0.87, 3.23, 1.42], [2.66, 3.17, 1.25]],
  "gap_ev": [4.219, 4.146],
  "homo_energy_ev": [1.03, 1.09],
  "multiplicity": 3,
  "charge": -2
}

(2)
{
  "formula": "C26H72B2ClF8N5O8",
  "method": "the ωB97M-V functional and the def2-TZVPD basis",
  "elements": ["C", "O", "C", "C", "N", "H", "H", "C", "C", "O", "C", "H", "H", "H", "H", "H", "H", "H", "H", "H", "H", "H", "H", "H", "H", "C", "O", "C", "C", "N", "H", "H", "C", "C", "O", "C", "H", "H", "H", "H", "H", "H", "H", "H", "H", "H", "H", "H", "H", "H", "C", "O", "C", "C", "N", "H", "H", "C", "C", "O", "C", "H", "H", "H", "H", "H", "H", "H", "H", "H", "H", "H", "H", "H", "H", "C", "C", "C", "O", "C", "N", "H", "H", "H", "H", "H", "H", "H", "H", "H", "H", "H", "H", "C", "C", "C", "O", "C", "N", "H", "H", "H", "H", "H", "H", "H", "H", "H", "H", "H", "H", "B", "F", "F", "F", "F", "B", "F", "F", "F", "F", "Cl"],
  "xyz": [[3.30, 3.81, -4.87], [2.89, 2.64, -4.11], [1.71, 2.16, -4.63], [1.28, 1.03, -3.77], [1.11, 1.56, -2.38], [1.95, 2.13, -2.32], [0.29, 2.19, -2.31], [1.17, 0.47, -1.33], [1.93, 1.00, -0.12], [3.26, 1.39, -0.56], [4.28, 0.83, 0.30], [4.21, 4.14, -4.43], [2.55, 4.58, -4.90], [3.52, 3.55, -5.91], [1.94, 1.89, -5.68], [1.02, 3.01, -4.73], [1.99, 0.15, -3.75], [0.33, 0.61, -4.04], [1.70, -0.44, -1.62], [0.19, 0.03, -1.03], [2.01, 0.15, 0.52], [1.46, 1.87, 0.31], [3.86, -0.03, 0.91], [4.63, 1.60, 0.96], [5.04, 0.43, -0.37], [1.69, 5.21, 6.89], [1.80, 4.10, 6.05], [1.81, 4.55, 4.69], [2.39, 3.41, 3.89], [1.72, 2.13, 4.22], [1.57, 2.18, 5.22], [0.76, 2.16, 3.79], [2.42, 0.82, 3.84], [2.75, 0.11, 5.20], [3.74, 0.92, 5.74], [4.89, 0.24, 6.26], [1.49, 4.80, 7.85], [0.74, 5.79, 6.75], [2.61, 5.77, 6.68], [2.50, 5.36, 4.69], [0.82, 4.79, 4.41], [3.46, 3.27, 4.17], [2.35, 3.55, 2.79], [3.38, 1.06, 3.30], [1.69, 0.35, 3.20], [3.09, -0.90, 5.05], [1.79, 0.11, 5.86], [5.72, 0.23, 5.55], [4.68, -0.80, 6.53], [5.28, 0.81, 7.12], [-3.37, 2.63, -1.64], [-4.20, 1.54, -1.37], [-5.50, 1.56, -1.87], [-5.65, 0.32, -2.68], [-4.80, 0.35, -3.88], [-3.79, 0.30, -3.54], [-5.04, -0.45, -4.46], [-5.07, 1.52, -4.75], [-6.48, 1.66, -5.37], [-7.38, 2.22, -4.46], [-8.51, 2.81, -5.09], [-2.69, 2.38, -2.47], [-2.84, 2.88, -0.76], [-3.96, 3.50, -1.88], [-5.76, 2.53, -2.35], [-6.24, 1.39, -1.05], [-6.69, 0.17, -2.96], [-5.34, -0.58, -2.12], [-4.38, 1.35, -5.54], [-4.75, 2.37, -4.15], [-6.91, 0.70, -5.77], [-6.40, 2.33, -6.24], [-9.01, 2.19, -5.84], [-8.16, 3.67, -5.64], [-9.23, 3.12, -4.37], [2.72, -7.05, -1.06], [3.96, -6.29, -0.50], [4.28, -4.99, -1.24], [4.68, -5.18, -2.55], [5.18, -3.94, -3.10], [3.70, -5.80, 0.93], [2.72, -5.65, 1.04], [4.03, -6.47, 1.62], [4.07, -4.87, 1.04], [2.10, -6.32, -1.56], [2.10, -7.48, -0.29], [2.96, -7.88, -1.75], [4.84, -6.91, -0.50], [5.03, -4.34, -0.73], [3.31, -4.50, -1.17], [6.26, -3.92, -2.98], [4.62, -3.15, -2.59], [5.00, -3.94, -4.21], [-1.43, -2.83, 0.35], [-2.76, -2.16, 0.52], [-3.25, -2.50, 1.96], [-4.60, -2.13, 2.09], [-5.01, -2.33, 3.42], [-2.42, -0.70, 0.31], [-2.07, -0.62, -0.69], [-3.25, -0.10, 0.31], [-1.88, -0.26, 1.01], [-1.00, -2.46, -0.57], [-1.55, -3.94, 0.18], [-0.75, -2.68, 1.18], [-3.44, -2.43, -0.29], [-2.63, -2.05, 2.70], [-3.19, -3.61, 2.04], [-4.78, -3.37, 3.65], [-6.07, -2.19, 3.48], [-4.50, -1.65, 4.12], [2.20, -2.76, 0.92], [1.57, -1.69, 1.45], [1.42, -3.87, 1.03], [2.45, -2.55, -0.49], [3.34, -3.06, 1.60], [-1.37, 1.55, 2.57], [-0.74, 2.71, 3.18], [-2.57, 1.24, 3.21], [-1.58, 1.86, 1.17], [-0.41, 0.44, 2.57], [-1.92, -0.44, -2.98]],
  "gap_ev": 10.176,
  "homo_energy_ev": -13.67,
  "charge": 2
}

E_tot list, top to bottom, in eV: -64170.3097; -87571.4650